C25H80N4O15 | the ωB97M-V functional and the def2-TZVPD basis

Each line ends with the Löwdin charge.
Element x y z (Å)
C: -1.735 -4.421 -2.106  -0.0651
C: -0.988 -4.010 -0.811  -0.2977
O: 0.303 -4.533 -0.942  -0.0675
H: -1.702 -5.487 -2.357  0.0762
H: -1.220 -3.821 -2.879  0.0535
H: -2.873 -4.242 -2.104  0.0911
H: -1.545 -4.502 -0.051  0.1041
H: -1.017 -2.971 -0.612  0.0653
H: 0.749 -4.409 -1.773  0.0686
C: -0.409 1.709 4.264  -0.0853
C: 0.076 1.243 5.613  -0.2690
O: -0.774 0.176 6.044  -0.0736
H: -1.526 1.738 4.241  0.0843
H: 0.194 1.229 3.480  0.0438
H: -0.080 2.761 4.162  0.0779
H: -0.042 2.060 6.243  0.0880
H: 1.139 0.954 5.535  0.1088
H: -1.569 0.624 6.331  0.0971
C: 0.633 1.432 -5.918  -0.0686
C: -0.834 1.698 -5.507  -0.3126
O: -0.756 2.078 -4.157  -0.0852
H: 1.072 0.630 -5.353  0.0256
H: 1.207 2.344 -5.721  0.0713
H: 0.651 1.169 -6.989  0.0877
H: -1.364 0.751 -5.655  0.0896
H: -1.213 2.482 -6.192  0.1208
H: -1.609 2.245 -3.731  0.1003
C: 2.288 -1.939 -4.739  -0.0691
C: 2.429 -1.839 -3.274  -0.3491
O: 1.853 -2.967 -2.676  -0.0740
H: 2.533 -0.901 -5.066  0.0823
H: 1.295 -2.248 -4.991  0.0660
H: 3.035 -2.621 -5.136  0.0829
H: 1.936 -0.925 -3.020  0.0685
H: 3.422 -1.733 -2.989  0.0965
H: 1.810 -2.753 -1.706  0.0394
C: -1.045 -1.218 -3.638  -0.0706
C: -2.452 -0.772 -3.449  -0.3344
O: -3.274 -1.860 -3.195  -0.0506
H: -1.075 -2.116 -4.252  0.0881
H: -0.556 -1.554 -2.703  0.0727
H: -0.389 -0.466 -4.088  0.0585
H: -2.782 -0.142 -4.275  0.1103
H: -2.457 -0.134 -2.603  0.0619
H: -4.187 -1.634 -3.081  0.0826
C: -3.867 0.254 -0.256  -0.0297
C: -3.699 -1.324 -0.155  -0.2639
O: -3.667 -1.683 1.186  -0.0883
H: -4.016 0.567 -1.345  0.0984
H: -3.014 0.746 0.160  0.0218
H: -4.672 0.689 0.242  0.0485
H: -2.818 -1.706 -0.603  0.0595
H: -4.474 -1.848 -0.707  0.1086
H: -3.953 -2.591 1.248  0.1123
C: 3.370 0.323 4.018  -0.0565
C: 2.302 -0.645 3.472  -0.3142
O: 2.811 -1.948 3.313  -0.0449
H: 3.559 -0.067 4.990  0.0696
H: 2.954 1.279 4.218  0.0402
H: 4.222 0.370 3.403  0.0632
H: 1.982 -0.174 2.538  0.0844
H: 1.431 -0.739 4.128  0.0948
H: 3.254 -1.916 2.467  0.0208
C: -0.757 -2.554 2.380  -0.0826
C: -1.317 -1.672 3.483  -0.3062
O: -0.755 -2.136 4.690  -0.0811
H: 0.328 -2.554 2.293  0.0704
H: -1.145 -2.301 1.449  0.0117
H: -1.103 -3.561 2.507  0.0817
H: -2.378 -2.016 3.481  0.1030
H: -1.169 -0.626 3.260  0.0791
H: -0.641 -1.380 5.300  0.0367
C: -0.129 0.631 0.858  -0.0542
C: -0.427 0.410 -0.622  -0.2807
O: 0.773 0.042 -1.226  -0.0865
H: 0.109 -0.233 1.433  0.0345
H: -1.073 1.066 1.285  0.0783
H: 0.680 1.336 1.087  0.0578
H: -0.850 1.249 -1.143  0.1001
H: -1.103 -0.467 -0.720  0.0972
H: 0.682 0.072 -2.147  0.0194
C: 1.156 3.281 -1.524  -0.0685
C: 2.203 3.256 -2.611  -0.3388
O: 1.933 4.270 -3.532  -0.0721
H: 0.259 2.862 -1.881  0.0378
H: 0.999 4.240 -1.012  0.0889
H: 1.420 2.555 -0.706  0.0659
H: 2.163 2.317 -3.173  0.1002
H: 3.233 3.395 -2.305  0.1007
H: 2.744 4.188 -4.078  0.1000
C: -4.252 1.095 3.295  -0.6543
O: -3.293 1.593 2.496  -0.1030
N: -4.638 -0.132 3.178  0.1719
N: -4.776 1.710 4.284  0.1590
H: -4.185 -0.628 2.373  0.0744
H: -5.376 -0.658 3.701  0.1500
H: -4.461 2.707 4.453  0.1591
H: -5.550 1.343 4.859  0.1336
C: 2.920 -2.968 0.398  -0.6515
O: 3.116 -4.303 0.618  -0.0930
N: 1.786 -2.509 0.002  0.1662
N: 3.851 -2.064 0.574  0.1332
H: 1.075 -3.198 -0.129  0.0604
H: 1.594 -1.500 0.014  0.1141
H: 4.806 -2.461 0.847  0.1661
H: 3.745 -0.995 0.435  0.0703
C: 2.213 3.543 2.092  -0.1461
O: 3.204 2.965 1.307  -0.1304
H: 2.524 4.229 2.823  0.0696
H: 1.750 2.680 2.667  0.0787
H: 1.482 4.035 1.452  0.0687
H: 3.881 3.605 0.987  0.1240
C: -1.267 3.699 0.815  -0.1674
O: -2.607 3.282 0.553  -0.1371
H: -0.434 3.193 0.361  0.0109
H: -1.235 3.572 1.862  0.0603
H: -1.077 4.737 0.528  0.0865
H: -2.843 2.577 1.208  0.0049
C: 4.095 0.656 -1.247  -0.0666
O: 3.504 0.453 0.050  -0.1512
H: 4.574 1.625 -1.303  0.0841
H: 3.275 0.662 -1.881  0.0319
H: 4.770 -0.166 -1.363  0.0864
H: 3.140 1.256 0.373  0.0275

Relative energy (zero: lowest compared OMol25 entry of this formula, charge and spin): 418.3 kJ/mol
Frontier orbital gap: 8.28 eV
Total energy: -2347.89457 hartree
LUMO: 0.08 eV
HOMO energy: -8.194 eV



C48H47F3O4P3Rh | the ωB97M-V functional and the def2-TZVPD basis

Each line ends with the Mulliken spin population.
Element x y z (Å)
Rh: 1.114 1.139 -0.245  2.8057
O: -0.991 1.647 -0.447  -0.0761
P: -2.293 0.865 -0.541  -0.0103
C: -1.911 -0.832 -1.088  -0.0111
P: -0.596 -0.880 -2.345  0.0123
O: 0.685 -0.269 -1.792  0.1331
C: -1.235 -0.008 -3.764  0.0084
C: -2.241 -0.581 -4.543  0.0006
C: -2.789 0.134 -5.592  0.0002
C: -2.337 1.420 -5.866  -0.0002
C: -1.336 1.991 -5.095  0.0001
C: -0.785 1.277 -4.042  0.0011
C: -0.350 -2.589 -2.792  0.0103
C: -0.481 -3.594 -1.832  0.0001
C: -0.213 -4.910 -2.163  -0.0015
C: 0.189 -5.230 -3.453  0.0025
C: 0.326 -4.236 -4.411  -0.0011
C: 0.057 -2.916 -4.085  0.0024
C: -3.423 1.629 -1.688  0.0155
C: -3.242 2.983 -1.967  0.0028
C: -4.142 3.639 -2.791  0.0003
C: -5.219 2.951 -3.331  -0.0003
C: -5.401 1.602 -3.056  0.0007
C: -4.503 0.938 -2.238  0.0000
C: -3.072 0.715 1.060  0.0138
C: -4.453 0.595 1.201  0.0016
C: -5.005 0.453 2.465  0.0001
C: -4.184 0.442 3.584  0.0003
C: -2.809 0.573 3.447  -0.0017
C: -2.252 0.704 2.187  0.0038
H: -2.801 -1.335 -1.472  -0.0001
H: -1.575 -1.373 -0.198  0.0052
H: -2.590 -1.587 -4.339  0.0002
H: -3.565 -0.309 -6.201  0.0001
H: -2.768 1.977 -6.687  0.0000
H: -0.988 2.992 -5.312  0.0000
H: -0.020 1.718 -3.421  0.0030
H: -0.804 -3.356 -0.826  0.0019
H: -0.322 -5.689 -1.420  0.0001
H: 0.391 -6.260 -3.714  0.0001
H: 0.639 -4.489 -5.414  0.0000
H: 0.160 -2.144 -4.837  0.0003
H: -2.400 3.514 -1.541  0.0025
H: -4.006 4.689 -3.008  0.0000
H: -5.923 3.467 -3.970  0.0000
H: -6.241 1.069 -3.479  -0.0001
H: -4.655 -0.115 -2.030  0.0004
H: -5.103 0.636 0.336  0.0006
H: -6.076 0.367 2.577  0.0001
H: -4.621 0.345 4.569  0.0000
H: -2.172 0.584 4.322  0.0000
H: -1.183 0.816 2.074  -0.0121
C: 4.260 1.007 0.555  0.0146
C: 4.295 1.685 -0.788  -0.0155
O: 3.023 1.516 -1.450  0.0574
C: 3.002 2.122 -2.764  -0.0055
C: 3.600 1.203 -3.806  0.0026
H: 5.239 1.087 1.027  0.0002
H: 4.018 -0.053 0.461  0.0014
H: 3.548 1.491 1.231  0.0030
H: 5.059 1.238 -1.427  0.0030
H: 4.499 2.755 -0.694  0.0004
H: 3.520 3.082 -2.702  0.0018
H: 1.957 2.330 -2.981  0.0101
H: 4.665 1.041 -3.650  0.0000
H: 3.478 1.649 -4.793  0.0010
H: 3.091 0.240 -3.796  0.0001
F: 0.927 3.975 -1.278  0.0512
C: 1.152 3.402 -0.091  0.6367
F: 2.364 3.797 0.342  0.0435
F: 0.248 3.867 0.775  0.0626
O: 1.173 -0.158 1.297  0.1865
P: 1.492 -0.597 2.742  -0.0012
C: 3.085 -1.408 2.746  -0.0016
C: 4.209 -0.850 3.349  0.0013
C: 5.433 -1.497 3.258  -0.0005
C: 5.539 -2.690 2.560  0.0019
C: 4.421 -3.244 1.945  0.0002
C: 3.197 -2.609 2.040  0.0087
C: 0.187 -1.745 3.177  0.0033
C: -0.338 -2.538 2.153  -0.0047
C: -1.358 -3.433 2.420  -0.0018
C: -1.861 -3.545 3.711  0.0004
C: -1.341 -2.762 4.730  0.0003
C: -0.319 -1.861 4.467  -0.0037
C: 1.504 0.783 3.874  -0.0193
C: 1.073 2.028 3.424  0.0486
C: 1.054 3.115 4.284  0.0130
C: 1.461 2.958 5.600  0.0001
C: 1.893 1.718 6.057  0.0004
C: 1.920 0.632 5.200  -0.0024
H: 4.144 0.092 3.876  0.0000
H: 6.305 -1.066 3.730  0.0001
H: 6.493 -3.193 2.493  0.0000
H: 4.506 -4.175 1.402  0.0000
H: 2.329 -3.051 1.565  0.0020
H: 0.059 -2.442 1.150  0.0125
H: -1.763 -4.050 1.629  0.0001
H: -2.658 -4.244 3.921  0.0000
H: -1.735 -2.849 5.733  0.0002
H: 0.060 -1.243 5.269  0.0003
H: 0.739 2.158 2.402  -0.0292
H: 0.721 4.079 3.925  0.0000
H: 1.447 3.804 6.273  0.0001
H: 2.218 1.602 7.082  0.0001
H: 2.277 -0.324 5.563  -0.0002

Frontier orbital gap (spin up / spin down): 9.47 / 6.82 eV
Net charge: +2
Total energy: -3592.05131 hartree
2S+1: 5
LUMO (spin up / spin down): -4.34 / -7.07 eV
HOMO energy (spin up / spin down): -13.807 / -13.887 eV